1.
269
Properties=species:S:1:pos:R:3:forces:R:3:lowdin_charge:R:1 method="wB97M-V/def2-TZVPD" lumo_energy_ev=-0.085 e_homo_ev=-8.71 e_tot_ev=-289360.5976
C -3.922 6.354 1.912 1.0 -2.6 -0.4 -0.22
C -4.672 4.995 1.945 1.7 -0.2 -1.8 -0.18
O -5.952 5.352 1.475 -1.4 0.7 0.0 -0.21
S -6.297 6.941 1.653 1.1 -1.4 -1.5 0.75
O -7.468 6.960 2.484 1.5 1.1 -0.7 -0.22
O -6.228 7.599 0.330 -0.3 -1.3 3.3 -0.26
O -4.851 7.168 2.465 -3.7 3.0 1.1 -0.19
H -3.719 6.729 0.909 0.5 -0.5 -0.2 0.12
H -3.048 6.291 2.561 0.0 0.4 -0.1 0.13
H -4.570 4.415 2.863 -0.9 0.8 0.5 0.09
H -4.316 4.272 1.211 0.4 0.2 -0.2 0.12
C -1.316 1.126 -5.763 0.3 0.4 -1.3 -0.18
C -2.339 0.398 -4.933 0.4 0.6 -2.2 -0.22
O -1.936 0.813 -3.682 0.1 2.0 3.8 -0.22
S -1.605 2.478 -3.643 -1.3 0.6 -5.5 0.70
O -0.503 2.946 -2.908 0.8 -1.0 1.7 -0.20
O -2.768 3.346 -3.695 0.7 -2.0 0.8 -0.24
O -1.062 2.424 -5.224 -0.9 0.0 2.0 -0.20
H -1.725 1.315 -6.756 0.6 -0.4 -0.3 0.14
H -0.365 0.602 -5.673 -0.1 -0.3 -0.7 0.10
H -2.196 -0.660 -5.154 0.1 0.0 0.9 0.12
H -3.356 0.650 -5.233 -0.2 0.3 0.5 0.14
C -1.296 -2.474 4.103 1.1 -1.0 1.7 -0.20
C -1.619 -3.268 2.862 -0.2 0.8 0.0 -0.17
O -2.949 -2.921 2.525 -2.7 1.5 0.3 -0.23
S -3.693 -1.983 3.676 0.4 2.7 -1.2 0.73
O -4.222 -2.811 4.697 -0.3 -0.3 -0.1 -0.21
O -4.510 -0.844 3.148 3.0 -3.7 1.1 -0.25
O -2.236 -1.399 4.211 -0.4 -0.3 -0.5 -0.20
H -0.234 -2.234 4.133 -0.2 1.4 -0.8 0.13
H -1.227 -3.097 4.995 -1.3 -0.2 0.3 0.13
H -1.644 -4.346 3.022 0.8 0.2 -0.3 0.12
H -0.998 -2.817 2.089 0.1 -1.0 -0.5 0.12
C 2.128 5.055 -2.810 -2.1 0.6 -0.5 -0.24
C 1.428 5.321 -4.138 -0.7 0.4 -1.1 -0.16
O 2.281 6.164 -4.877 2.9 2.0 -1.4 -0.22
S 3.190 7.168 -3.950 -1.8 -0.2 1.9 0.78
O 2.422 8.355 -3.516 1.4 -2.9 -1.0 -0.26
O 4.541 7.410 -4.409 -2.1 -1.2 0.4 -0.24
O 3.133 5.955 -2.727 4.0 4.1 -0.8 -0.21
H 2.600 4.075 -2.745 -0.7 -0.2 0.4 0.14
H 1.420 5.480 -2.099 -0.3 -1.7 0.7 0.12
H 0.557 5.976 -4.121 -0.7 -0.9 1.0 0.12
H 1.255 4.446 -4.765 0.0 0.0 0.2 0.12
O 2.904 -6.393 2.121 -1.3 0.4 2.6 -0.33
S 2.125 -6.156 3.362 1.9 -1.1 -1.1 0.67
O 0.983 -5.294 3.287 0.3 -0.5 0.5 -0.28
O 1.627 -7.627 3.930 -0.1 2.0 0.1 -0.28
C 2.552 -8.722 3.687 -0.9 -0.3 -0.3 -0.25
C 1.943 -10.040 4.237 0.8 0.9 -0.3 -0.05
C 3.326 -5.590 4.721 -1.2 -1.2 -0.5 -0.07
H 3.499 -8.389 4.111 0.2 -0.7 -0.2 0.11
H 2.519 -8.775 2.598 0.9 -0.3 0.1 0.11
H 1.915 -10.108 5.324 -0.5 0.4 -0.1 0.08
H 2.570 -10.887 3.958 0.1 0.1 -0.4 0.08
H 0.984 -10.147 3.730 -0.1 -0.2 0.5 0.08
H 2.901 -5.805 5.701 -0.6 0.3 -0.2 0.06
H 3.529 -4.526 4.603 0.2 -0.3 -0.3 0.06
H 4.173 -6.276 4.704 0.3 0.5 -0.6 0.05
O -9.137 0.492 2.236 0.8 -0.5 1.7 -0.31
S -8.029 0.321 3.171 1.9 0.4 0.0 0.68
O -8.035 0.625 4.605 -0.9 -1.0 -2.2 -0.31
O -7.431 -1.223 3.040 -0.6 1.5 -0.9 -0.27
C -7.265 -1.707 1.648 -0.8 -0.3 -0.3 -0.25
C -8.062 -3.004 1.467 0.3 0.2 0.4 -0.06
C -6.693 1.377 2.494 -0.5 0.1 -0.4 -0.11
H -6.216 -1.817 1.376 0.2 -0.2 0.8 0.09
H -7.611 -0.994 0.900 -0.4 0.4 0.4 0.10
H -9.082 -2.909 1.838 0.0 0.2 0.0 0.08
H -7.582 -3.821 2.005 0.0 0.0 0.0 0.07
H -8.116 -3.272 0.411 0.1 0.1 0.0 0.07
H -6.098 0.883 1.727 0.1 -0.4 0.3 0.05
H -6.074 1.845 3.259 -0.1 -0.6 0.1 0.05
H -7.209 2.177 1.963 -0.3 0.0 0.1 0.06
O -3.520 2.465 3.006 2.1 0.7 2.0 -0.33
S -2.571 2.683 4.123 0.1 -0.5 0.1 0.72
O -2.284 4.036 4.651 -0.7 -2.2 -1.4 -0.32
O -3.131 1.785 5.398 1.0 1.3 -1.8 -0.28
C -4.215 2.398 6.133 -0.3 0.0 0.8 -0.27
C -3.843 2.856 7.518 0.7 -0.4 0.5 -0.07
C -0.900 1.850 3.700 -1.0 0.3 0.1 -0.06
H -4.921 1.585 6.301 -0.1 0.0 -0.5 0.13
H -4.737 3.237 5.671 0.2 -0.3 -0.8 0.12
H -4.811 2.777 8.013 0.3 0.4 0.7 0.09
H -3.345 3.811 7.688 -0.5 0.4 -0.6 0.08
H -3.119 2.177 7.969 -0.4 -0.5 0.2 0.05
H -0.554 2.243 2.743 -0.3 0.6 0.1 0.03
H -0.966 0.782 3.496 -0.6 0.0 0.5 0.05
H -0.158 2.067 4.468 -0.4 0.1 0.1 0.06
O 1.210 -1.659 -6.257 -0.6 0.0 0.5 -0.29
S 0.966 -2.220 -4.956 0.9 -1.6 1.3 0.68
O 0.132 -1.555 -3.948 1.1 -1.1 -1.9 -0.30
O 0.329 -3.777 -5.141 -0.2 1.5 1.3 -0.27
C 1.020 -4.720 -5.956 0.5 0.0 -3.1 -0.28
C 0.136 -5.697 -6.825 -0.5 0.6 2.9 -0.04
C 2.616 -2.580 -4.199 -0.3 0.6 -0.4 -0.09
H 1.785 -5.336 -5.484 0.0 0.6 0.7 0.12
H 1.434 -4.101 -6.751 0.9 -0.1 0.1 0.10
H 0.721 -6.191 -7.601 -0.2 0.6 -0.2 0.08
H -0.775 -5.143 -7.051 0.2 -0.2 -1.0 0.08
H -0.203 -6.476 -6.142 -0.1 -0.3 -0.1 0.06
H 3.137 -1.668 -3.909 -0.9 0.5 0.6 0.05
H 3.363 -2.855 -4.944 -0.6 -1.0 -0.4 0.07
H 2.474 -3.267 -3.365 0.1 0.0 -0.2 0.07
O -6.091 -1.138 -2.033 1.1 -0.1 0.1 -0.30
S -4.854 -0.468 -1.690 -0.7 -0.1 -1.0 0.66
O -4.491 -0.403 -0.299 -0.1 0.1 -0.8 -0.28
O -3.571 -1.120 -2.535 -1.4 1.7 0.6 -0.29
C -3.441 -2.546 -2.572 -1.4 -0.6 0.3 -0.27
C -2.867 -2.960 -3.892 0.6 0.6 0.1 -0.06
C -5.031 1.214 -2.454 1.4 -1.0 0.6 -0.08
H -4.442 -2.971 -2.499 -0.1 -0.1 0.4 0.11
H -2.829 -2.853 -1.724 0.0 -0.1 0.0 0.11
H -1.811 -2.700 -3.816 0.1 -0.5 -0.6 0.04
H -3.313 -2.370 -4.693 -0.2 -0.1 0.0 0.08
H -3.058 -4.012 -4.101 0.3 0.0 0.1 0.09
H -5.808 1.705 -1.868 0.1 -0.1 -0.1 0.08
H -5.247 1.184 -3.522 -0.3 -0.5 0.2 0.08
H -4.063 1.705 -2.357 -0.3 0.2 0.3 0.02
O 7.308 -2.696 -2.080 -0.4 3.4 1.0 -0.29
S 7.060 -1.240 -1.991 2.7 0.4 -1.6 0.69
O 5.739 -0.692 -2.117 -0.3 -0.6 1.0 -0.32
O 7.881 -0.541 -0.708 0.1 -3.7 -1.7 -0.27
C 7.656 0.816 -0.481 -1.0 0.7 0.7 -0.30
C 8.767 1.507 0.331 -0.6 -0.4 -0.7 -0.03
C 7.955 -0.370 -3.399 0.1 -0.7 0.2 -0.09
H 6.719 0.788 0.076 -0.1 0.8 0.3 0.12
H 7.425 1.276 -1.443 0.3 0.6 0.1 0.10
H 8.307 2.470 0.552 0.4 0.2 0.2 0.07
H 9.703 1.628 -0.214 -0.2 0.1 -0.2 0.08
H 9.024 1.001 1.262 -0.4 -0.1 0.0 0.08
H 7.583 0.625 -3.644 -0.6 -0.3 0.4 0.03
H 7.787 -1.019 -4.259 0.0 0.0 0.1 0.06
H 9.027 -0.232 -3.258 0.0 -0.6 0.4 0.07
O 1.139 0.921 1.314 1.1 -1.5 -0.4 -0.30
S 1.402 -0.422 0.813 -2.6 -1.2 -1.8 0.70
O 1.654 -1.567 1.691 -0.4 2.1 -1.1 -0.31
O -0.011 -0.884 -0.011 1.9 0.0 0.5 -0.30
C -0.742 -0.081 -0.984 -2.2 0.3 1.6 -0.21
C -1.737 0.822 -0.182 0.3 0.6 0.1 -0.05
C 2.580 -0.570 -0.633 -0.8 -0.1 1.7 -0.06
H -1.419 -0.791 -1.459 0.4 -0.4 -0.1 0.09
H -0.210 0.366 -1.824 0.7 0.2 0.6 0.09
H -2.347 0.273 0.535 0.4 -0.6 -0.1 0.07
H -2.518 1.322 -0.755 0.3 -0.1 -0.7 0.05
H -1.305 1.629 0.410 0.6 0.0 -0.2 0.05
H 3.427 0.023 -0.290 0.2 -0.2 -0.6 0.06
H 2.114 -0.333 -1.590 0.0 0.7 0.3 0.05
H 2.755 -1.645 -0.653 0.4 0.1 0.2 0.06
C 5.360 3.594 2.195 -0.7 -0.8 0.4 -0.09
C 4.139 3.104 2.721 1.2 -0.1 -1.2 -0.06
C 4.151 2.370 3.890 -1.8 1.1 -0.8 -0.11
C 5.252 2.395 4.690 0.3 -2.0 0.4 -0.14
C 6.440 2.823 4.193 1.5 1.8 -0.9 -0.09
C 6.530 3.442 2.916 -0.7 -0.2 1.0 -0.09
H 5.356 3.909 1.162 0.1 0.6 0.0 0.09
H 3.283 3.222 2.073 -0.3 -0.2 0.2 0.09
H 3.247 1.853 4.177 -0.1 0.0 0.3 0.10
H 5.211 1.780 5.577 0.2 0.3 0.5 0.11
H 7.327 2.805 4.809 0.1 -0.2 0.1 0.10
H 7.450 3.871 2.548 0.2 -0.3 0.0 0.09
C 6.205 -3.036 1.519 -0.4 1.5 0.6 -0.07
C 7.179 -2.298 2.167 1.9 -0.2 -1.0 -0.10
C 6.945 -1.259 3.058 0.3 -0.7 0.3 -0.10
C 5.661 -0.949 3.374 -0.8 0.3 0.1 -0.08
C 4.653 -1.693 2.785 -1.0 0.6 0.8 -0.10
C 4.919 -2.658 1.864 -0.4 -1.5 -1.1 -0.11
H 6.366 -3.738 0.714 0.4 -0.1 0.2 0.10
H 8.196 -2.435 1.833 0.3 -0.3 0.3 0.10
H 7.718 -0.794 3.652 0.5 0.2 -0.5 0.11
H 5.471 -0.094 4.005 -0.3 -0.2 0.2 0.08
H 3.622 -1.567 3.083 -0.1 0.4 -0.2 0.09
H 4.126 -3.175 1.344 -0.5 0.0 0.2 0.09
C 5.176 -7.327 -1.702 1.1 1.3 -1.2 -0.10
C 5.334 -5.945 -1.815 -0.8 -0.5 0.8 -0.09
C 5.329 -5.295 -3.054 0.0 0.4 0.4 -0.08
C 5.304 -6.018 -4.243 -0.7 0.0 0.3 -0.09
C 5.214 -7.376 -4.132 1.3 -1.9 0.2 -0.11
C 5.205 -7.992 -2.898 -0.5 -1.3 1.1 -0.12
H 5.273 -7.880 -0.779 -0.3 0.2 0.2 0.11
H 5.322 -5.507 -0.828 0.3 1.2 -0.3 0.09
H 5.379 -4.217 -3.098 0.1 0.1 0.2 0.08
H 5.241 -5.611 -5.242 0.4 0.6 0.1 0.10
H 5.484 -8.084 -4.902 -0.7 0.3 -0.8 0.10
H 5.220 -9.058 -2.723 0.0 -0.4 -1.0 0.10
C -5.654 4.880 -3.600 -0.4 -1.5 1.7 -0.13
C -6.087 4.824 -4.877 -0.3 1.1 -1.3 -0.08
C -6.508 6.041 -5.425 -0.2 -3.7 -3.8 -0.13
C -6.627 7.196 -4.811 0.1 2.2 0.3 -0.12
C -6.248 7.180 -3.525 0.4 0.5 3.8 -0.08
C -5.872 6.006 -2.858 0.6 1.4 -0.3 -0.06
H -5.278 4.022 -3.061 0.0 -0.3 -0.2 0.08
H -6.148 3.925 -5.473 0.4 0.0 0.0 0.10
H -6.693 6.034 -6.489 -0.4 -0.2 -0.3 0.10
H -6.944 8.095 -5.319 0.1 0.0 0.0 0.12
H -6.223 8.094 -2.949 -0.3 0.1 0.2 0.11
H -5.661 5.972 -1.799 0.1 0.4 0.0 0.09
C 1.340 -5.042 -0.364 -0.3 3.0 0.1 -0.10
C 1.965 -6.005 -1.055 0.3 -2.4 0.3 -0.12
C 1.249 -6.678 -2.008 -1.2 -0.5 -1.1 -0.08
C -0.080 -6.330 -2.317 1.4 -0.1 -0.5 -0.08
C -0.641 -5.191 -1.755 0.4 -0.2 0.3 -0.08
C 0.124 -4.505 -0.819 0.0 -0.3 0.6 -0.06
H 1.925 -4.528 0.384 -0.3 0.2 0.4 0.09
H 2.877 -6.465 -0.702 0.3 0.4 -0.1 0.08
H 1.717 -7.510 -2.513 -0.1 -0.2 -0.2 0.10
H -0.551 -6.883 -3.117 -0.4 -0.1 0.1 0.09
H -1.652 -4.896 -1.993 0.0 0.2 -0.1 0.09
H -0.210 -3.567 -0.401 -0.2 0.0 0.2 0.08
C 5.404 2.179 -4.723 0.8 1.2 -0.9 -0.10
C 4.493 1.440 -4.038 -2.0 -0.6 0.0 -0.10
C 3.254 1.175 -4.643 -0.9 1.3 0.5 -0.09
C 2.864 1.778 -5.837 0.4 -0.6 0.7 -0.09
C 3.770 2.595 -6.445 2.0 -0.2 -1.8 -0.09
C 5.101 2.697 -5.999 -1.2 0.1 1.2 -0.05
H 6.275 2.538 -4.194 0.5 -0.3 -0.2 0.10
H 4.601 1.125 -3.010 0.4 0.0 0.0 0.08
H 2.396 0.909 -4.043 0.1 -1.1 0.3 0.09
H 1.900 1.574 -6.279 -0.2 0.2 0.1 0.10
H 3.563 3.000 -7.425 -0.2 0.3 0.0 0.10
H 5.815 3.286 -6.555 0.0 0.1 0.1 0.10
C 2.512 5.925 0.754 -0.9 -1.4 0.1 -0.08
C 2.276 6.789 1.791 -0.8 0.9 0.3 -0.07
C 1.024 6.774 2.479 2.0 -0.2 -0.5 -0.04
C 0.126 5.771 2.164 -1.5 1.8 2.4 -0.12
C 0.316 4.961 1.128 0.3 -2.1 -1.1 -0.13
C 1.516 4.981 0.509 1.4 -0.1 -2.3 -0.12
H 3.399 5.859 0.143 0.3 0.4 0.2 0.10
H 3.051 7.508 2.013 -0.2 0.3 0.3 0.10
H 0.887 7.521 3.247 -0.3 -0.2 0.2 0.10
H -0.756 5.560 2.752 -0.3 0.6 0.3 0.09
H -0.391 4.200 0.833 -0.3 -0.1 0.1 0.11
H 1.665 4.285 -0.304 0.1 -0.2 0.0 0.09
C -4.790 -6.986 2.120 2.7 2.3 -1.5 -0.07
C -5.983 -7.107 1.514 -1.5 -1.3 0.6 -0.15
C -6.501 -6.258 0.568 0.4 1.7 0.0 -0.07
C -5.737 -5.103 0.264 -0.4 -0.7 -0.3 -0.10
C -4.472 -4.913 0.797 -0.6 -1.1 0.4 -0.10
C -3.970 -5.873 1.668 -0.5 -1.1 1.7 -0.04
H -4.510 -7.792 2.783 0.5 0.5 0.3 0.10
H -6.567 -7.898 1.959 -0.6 -0.3 -0.6 0.10
H -7.524 -6.458 0.284 0.0 0.4 -0.5 0.10
H -5.986 -4.253 -0.352 -1.0 -0.4 -0.4 0.09
H -4.024 -3.966 0.534 0.6 -0.2 0.3 0.09
H -3.029 -5.710 2.174 0.2 -0.1 -0.2 0.07
C 0.416 -1.483 9.234 -1.5 -0.3 0.7 -0.12
C 0.869 -1.112 7.998 0.8 0.6 -1.0 -0.14
C 0.214 -0.196 7.177 -1.7 -1.4 1.7 -0.07
C -1.127 0.155 7.583 0.7 0.5 0.2 -0.07
C -1.744 -0.313 8.772 3.8 -1.1 -0.6 -0.05
C -0.862 -1.099 9.631 -1.8 1.9 -0.7 -0.07
H 0.982 -2.163 9.853 0.2 0.2 0.2 0.10
H 1.842 -1.455 7.680 0.2 -0.1 0.0 0.09
H 0.750 -0.024 6.255 -0.6 0.9 -0.2 0.09
H -1.631 0.981 7.104 -0.2 -0.4 -0.7 0.06
H -2.776 -0.080 8.987 0.2 0.2 0.3 0.09
H -1.213 -1.135 10.651 0.1 -0.9 0.2 0.09
C -1.274 8.526 -1.435 0.8 -0.1 0.4 -0.07
C -1.451 7.155 -1.191 -0.6 0.2 0.5 -0.08
C -1.803 6.285 -2.210 -0.7 1.6 -0.2 -0.10
C -1.993 6.865 -3.458 1.8 -0.5 -0.6 -0.09
C -1.519 8.172 -3.745 -0.7 -1.4 -0.5 -0.08
C -1.157 9.016 -2.724 -0.4 -0.6 -0.1 -0.10
H -1.097 9.296 -0.699 0.1 -0.5 0.7 0.10
H -1.439 6.678 -0.222 0.3 0.6 0.5 0.08
H -2.090 5.264 -2.008 0.2 -0.1 -0.1 0.09
H -2.159 6.125 -4.227 -0.6 0.4 -0.6 0.09
H -1.449 8.468 -4.781 -0.1 0.1 -0.1 0.10
H -0.770 10.006 -2.915 -0.2 0.1 0.0 0.11

=====

2.
18
Properties=species:S:1:pos:R:3:forces:R:3:lowdin_charge:R:1 method="wB97M-V/def2-TZVPD" lumo_energy_ev=-0.005 e_homo_ev=-8.67 e_tot_ev=-8447.9096
C -0.271 -2.075 -0.120 -3.8 6.0 8.8 -0.02
C 0.230 -0.659 -0.019 3.3 -0.4 -3.2 -0.33
C 1.717 -0.466 -0.351 1.5 1.6 2.6 -0.18
C 2.508 0.201 0.653 0.0 1.4 -2.7 -0.08
C -0.563 0.422 -0.048 -2.1 2.0 2.3 -0.33
C -0.312 1.919 -0.307 3.3 2.3 -1.4 -0.12
C -1.993 0.292 0.442 -4.6 -3.5 -4.1 -0.09
C -3.162 -0.214 0.108 2.1 3.6 3.3 0.10
H -0.126 -2.638 -0.889 0.4 -2.8 -5.3 0.00
H -1.387 -1.562 0.260 2.1 -3.8 -1.5 0.12
H 0.174 -2.589 0.750 -0.4 -0.1 -0.2 0.09
H 2.169 -0.894 -1.379 -1.0 1.4 2.5 0.14
H 2.144 0.510 1.907 1.0 -0.9 -4.6 0.14
H 3.511 0.891 0.019 -2.7 -2.6 2.8 0.13
H -0.550 2.735 0.641 -0.2 -2.5 -3.2 0.14
H 0.851 2.131 -0.417 -2.2 -0.8 0.4 0.06
H -0.594 2.203 -1.556 -0.1 -0.5 4.2 0.16
H -4.344 -0.206 0.307 3.3 -0.3 -0.7 0.08